{
  "formula": "C54H86F5N7O7S",
  "method": "ωB97M-V/def2-TZVPD",
  "total_energy_ev": -106574.64621,
  "smiles": "COCCCCCCCCCCCc1cc2c(cc1CCCC(F)(F)C(F)(F)F)Nc1ccc(Cc3ccccc3)cc1S2.CN(C)C=O.CN(C)C=O.CN(C)C=O.CN(C)C=O.CN(C)C=O.CN(C)C=O",
  "symbols": ["C", "O", "C", "C", "C", "C", "C", "C", "C", "C", "C", "C", "C", "C", "C", "C", "C", "C", "C", "C", "C", "C", "C", "F", "F", "C", "F", "F", "F", "N", "C", "C", "C", "C", "C", "C", "C", "C", "C", "C", "C", "C", "C", "S", "H", "H", "H", "H", "H", "H", "H", "H", "H", "H", "H", "H", "H", "H", "H", "H", "H", "H", "H", "H", "H", "H", "H", "H", "H", "H", "H", "H", "H", "H", "H", "H", "H", "H", "H", "H", "H", "H", "H", "H", "H", "H", "H", "H", "C", "O", "N", "C", "C", "H", "H", "H", "H", "H", "H", "H", "C", "O", "N", "C", "C", "H", "H", "H", "H", "H", "H", "H", "C", "O", "N", "C", "C", "H", "H", "H", "H", "H", "H", "H", "C", "O", "N", "C", "C", "H", "H", "H", "H", "H", "H", "H", "C", "O", "N", "C", "C", "H", "H", "H", "H", "H", "H", "H", "C", "O", "N", "C", "C", "H", "H", "H", "H", "H", "H", "H"],
  "xyz": [[4.49381, 0.59390, 2.21959], [4.18423, 0.18045, 0.87751], [3.46413, 1.23446, 0.18045], [4.05840, 1.36097, -1.26772], [3.01363, 1.76808, -2.38292], [2.35617, 0.45666, -2.99603], [0.79717, 0.53215, -3.22177], [-0.01518, 1.08795, -1.95574], [-0.55216, 2.54976, -2.26680], [-0.26374, 3.63446, -1.14942], [-0.34007, 3.08031, 0.33641], [-0.76518, 4.11332, 1.45080], [-2.13886, 4.85813, 1.21090], [-3.29892, 3.82886, 1.44545], [-3.56472, 2.88570, 0.35315], [-4.58501, 1.86886, 0.49281], [-5.43670, 1.69949, 1.70497], [-5.15442, 2.66160, 2.78669], [-4.10304, 3.70401, 2.66185], [-3.86474, 4.63581, 3.90255], [-3.49033, 3.75074, 5.17362], [-1.92459, 3.51680, 5.31209], [-1.60865, 2.22924, 6.16181], [-2.53088, 2.05238, 7.19015], [-0.35409, 2.36689, 6.75836], [-1.57180, 0.89085, 5.30618], [-2.70013, 0.13562, 5.45436], [-0.52759, 0.11858, 5.80675], [-1.28118, 1.08050, 3.98520], [-6.45360, 0.66177, 1.78299], [-5.89235, -0.65711, 1.44387], [-6.11028, -1.79633, 2.33789], [-5.49411, -3.07610, 1.96284], [-4.69861, -3.26698, 0.74620], [-4.05257, -4.65836, 0.46998], [-2.52605, -4.48897, 0.86555], [-2.10486, -3.73410, 2.06489], [-0.68585, -3.60284, 2.43259], [0.38361, -4.19771, 1.61820], [-0.01972, -4.91220, 0.40848], [-1.43348, -5.05793, 0.05321], [-4.51110, -2.13452, -0.18251], [-5.10864, -0.86939, 0.19894], [-4.90655, 0.63604, -0.82747], [4.66428, -0.28595, 2.89566], [3.67068, 1.20315, 2.68803], [5.44039, 1.20503, 2.19644], [2.37439, 0.96234, 0.21857], [3.58986, 2.18063, 0.77484], [4.48928, 0.36833, -1.56343], [4.86709, 2.14493, -1.23216], [3.61130, 2.24146, -3.21960], [2.26709, 2.54111, -2.06357], [2.88459, 0.23104, -3.97041], [2.61079, -0.41402, -2.32064], [0.45284, -0.53258, -3.39522], [0.54537, 1.08223, -4.17164], [0.69872, 1.05358, -1.09639], [-0.86793, 0.36213, -1.81895], [-0.00406, 2.89778, -3.19348], [-1.63786, 2.50028, -2.57412], [0.79729, 3.99496, -1.31200], [-0.92942, 4.52197, -1.37401], [0.70131, 2.72660, 0.59996], [-0.97844, 2.14969, 0.33190], [-0.89213, 3.50940, 2.40052], [0.09791, 4.81007, 1.66741], [-2.18967, 5.68919, 1.97388], [-2.26926, 5.28131, 0.18867], [-2.96059, 2.96841, -0.58292], [-5.74400, 2.60196, 3.73426], [-3.05031, 5.38734, 3.74782], [-4.80775, 5.18380, 4.15959], [-3.95605, 2.72521, 5.13021], [-3.84794, 4.21467, 6.12835], [-1.43591, 3.49668, 4.30837], [-1.50606, 4.37045, 5.92206], [-7.13796, 0.90699, 1.04824], [-6.69623, -1.61978, 3.26808], [-5.65280, -3.93782, 2.65901], [-4.48636, -5.38369, 1.20249], [-4.09144, -4.98910, -0.59542], [-2.83494, -3.26471, 2.76387], [-0.35530, -3.05758, 3.35198], [1.46909, -4.11415, 1.83898], [0.76083, -5.36341, -0.26491], [-1.74889, -5.62165, -0.86009], [-3.91680, -2.20285, -1.11958], [3.49993, -5.34084, -1.48232], [2.38387, -4.87260, -1.66432], [3.78451, -6.66831, -1.44985], [5.12264, -7.17446, -1.22934], [2.70262, -7.62107, -1.64377], [4.37677, -4.68062, -1.32687], [5.42480, -7.77675, -2.08994], [5.12638, -7.79789, -0.33069], [5.82809, -6.35944, -1.10086], [2.24282, -7.44785, -2.61912], [1.94727, -7.46647, -0.86816], [3.07544, -8.63099, -1.59132], [-0.69936, 7.10533, -1.62157], [-1.58444, 6.29099, -1.42443], [-0.75580, 8.41126, -1.28211], [0.33788, 9.32465, -1.54752], [-1.95274, 8.91478, -0.62984], [0.24858, 6.82440, -2.10954], [0.69017, 9.74661, -0.60361], [-0.01622, 10.12966, -2.19539], [1.16352, 8.80956, -2.03790], [-2.11178, 8.36935, 0.30241], [-2.81389, 8.75027, -1.28018], [-1.85125, 9.97819, -0.41886], [6.79051, 2.80420, -3.73166], [7.14761, 3.04181, -2.59364], [7.03048, 1.65289, -4.40424], [6.57088, 1.44309, -5.76240], [7.77205, 0.59641, -3.74054], [6.22045, 3.54010, -4.32355], [5.90579, 0.57663, -5.78675], [7.43224, 1.25781, -6.40858], [6.03189, 2.31649, -6.12887], [7.23840, 0.29498, -2.83644], [8.75670, 0.97210, -3.45461], [7.88524, -0.26136, -4.40207], [-7.05264, 5.86745, 1.44208], [-6.98182, 7.08113, 1.50915], [-8.13604, 5.17119, 1.01827], [-8.14630, 3.72292, 0.96596], [-9.32038, 5.90040, 0.60485], [-6.20900, 5.21932, 1.73164], [-8.32662, 3.40398, -0.06433], [-8.94593, 3.34744, 1.61021], [-7.19357, 3.31603, 1.30487], [-9.06445, 6.56359, -0.22411], [-9.67913, 6.50806, 1.43828], [-10.10207, 5.20914, 0.29270], [7.16879, -3.98885, -1.12675], [6.17889, -4.29695, -1.76990], [7.26275, -2.91100, -0.31711], [8.47211, -2.60362, 0.41965], [6.11099, -2.03114, -0.18203], [8.09335, -4.58895, -1.15972], [8.24892, -2.59665, 1.48889], [8.83520, -1.61842, 0.11820], [9.24635, -3.34475, 0.22184], [5.26319, -2.60258, 0.20008], [5.84644, -1.63072, -1.16251], [6.33553, -1.21168, 0.49866], [1.20172, -10.61336, -2.67866], [2.23128, -10.16980, -2.20432], [0.14719, -11.06881, -1.96270], [-1.04993, -11.58368, -2.59627], [0.21993, -11.03947, -0.51270], [1.04575, -10.67844, -3.76797], [-1.90767, -10.98288, -2.28522], [-1.20192, -12.62060, -2.28754], [-0.96211, -11.54434, -3.68172], [0.36899, -10.01026, -0.18001], [1.07086, -11.63874, -0.18241], [-0.69700, -11.43514, -0.07850]]
}